[1]
DFT (ωB97M-V/def2-TZVPD) results for the ion C4H8NOS with charge -1.

```
15
Properties=species:S:1:pos:R:3
C -0.272 1.254 -0.352
C 0.110 0.672 -1.778
S -0.796 -0.818 -2.004
C 0.507 0.505 0.764
N -0.351 -0.379 1.466
C 0.021 -0.962 2.751
O 1.704 0.784 1.037
H -1.357 1.042 -0.271
H 0.017 2.258 -0.125
H 1.146 0.352 -2.013
H -0.035 1.501 -2.461
H -0.805 -1.031 0.853
H -0.770 -0.753 3.566
H 0.084 -2.082 2.688
H 1.091 -0.628 2.942
```

Properties
Structure (SMILES)   CNC(=O)CC[S-]
Total energy   -18651.143 eV
LUMO   3.711 eV
Energy relative to the best compared isomer or geometry (same formula, charge and spin)   24.6 kcal per mole
Total charge   -1
Frontier orbital gap   6.248 eV
HOMO   -2.54 eV

=====

[2]
DFT (ωB97M-V/def2-TZVPD) results for a structure of composition C4H8NOS.

```
15
Properties=species:S:1:pos:R:3
C 0.388 2.579 -0.580
C 0.278 1.277 -1.165
C -0.775 0.376 1.951
C 0.711 -0.019 -1.022
N 0.370 -1.008 -2.053
O -0.430 1.704 -2.366
S -0.503 3.367 -1.804
H 0.738 2.852 0.330
H -0.476 0.705 2.949
H -1.505 0.958 1.399
H -0.138 -0.273 1.493
H 1.257 -0.043 -0.105
H 1.147 -1.766 -2.094
H 0.224 -0.482 -3.006
H -0.505 -1.551 -1.879
```

Properties
Total energy   -18635.667 eV
LUMO (alpha / beta)   -6.305 / -6.304 eV
Energy relative to the best compared isomer or geometry (same formula, charge and spin)   174.8 kcal per mole
Total charge   +1
Frontier orbital gap (alpha / beta)   4.091 / 4.092 eV
HOMO (alpha / beta)   -10.40 / -10.40 eV

=====

[3]
DFT (ωB97M-V/def2-TZVPD) results for a structure of composition C4H8NOS.

```
15
Properties=species:S:1:pos:R:3
C 0.361 -1.397 -0.008
C 0.606 1.006 0.013
C 2.705 -0.337 -0.102
C 1.113 -0.230 -0.100
N -2.785 0.949 -0.043
O -0.093 1.902 0.254
S -1.240 -1.552 0.371
H 0.953 -2.296 0.019
H 3.225 -0.433 -1.043
H 3.259 0.334 0.434
H 2.945 -1.347 0.296
H -2.350 1.781 -0.270
H -3.301 0.470 -0.756
H -3.451 1.115 0.726
H -1.947 0.034 0.210
```

Properties
Multiplicity   3
Total energy   -18639.537 eV
LUMO (alpha / beta)   -4.221 / -7.426 eV
Energy relative to the best compared isomer or geometry (same formula, charge and spin)   0.3 kcal per mole
Total charge   +1
Frontier orbital gap (alpha / beta)   6.746 / 6.534 eV
HOMO (alpha / beta)   -10.97 / -13.96 eV